[1]
{"formula": "CH2O2S", "method": "ωB97M-V/def2-TZVPD", "elements": ["H", "C", "H", "O", "O", "S"], "xyz": [[-0.131, 1.160, 0.544], [1.132, -0.052, 0.559], [0.863, 0.004, -1.254], [1.535, 0.497, 3.026], [1.040, -0.632, -0.647], [2.119, -0.215, 1.881]], "lowdin_charge": [0.23, -0.49, 0.04, -0.60, -0.03, 0.86], "e_lumo_ev": [-0.458, -0.457], "de_lowest_kcal_mol": 119.15, "multiplicity": 1}

=====

[2]
{"formula": "C16H44AsF6N4O4", "method": "ωB97M-V/def2-TZVPD", "elements": ["H", "N", "C", "O", "F", "N", "C", "H", "C", "H", "C", "H", "C", "F", "N", "C", "F", "O", "H", "H", "H", "H", "H", "C", "H", "F", "H", "H", "H", "C", "H", "H", "C", "C", "H", "H", "H", "H", "N", "C", "H", "F", "H", "C", "O", "C", "H", "H", "H", "H", "H", "C", "As", "H", "H", "H", "H", "H", "H", "H", "H", "H", "H", "H", "H", "F", "H", "H", "O", "C", "C", "H", "H", "H", "H"], "xyz": [[4.520, 3.710, 0.352], [3.423, 0.651, -0.759], [-0.068, 4.976, 2.936], [1.212, -5.468, -2.091], [-1.935, 1.452, -0.244], [-2.756, -2.194, -2.663], [-2.720, -3.652, 0.789], [4.995, 1.079, 0.493], [-0.155, 6.842, 1.167], [-2.268, 3.704, 2.394], [0.125, 5.362, 1.462], [-2.197, -2.860, 1.319], [3.111, 2.666, 3.646], [-0.563, 1.737, 1.924], [0.432, -1.920, -2.866], [1.246, -3.137, -2.726], [-2.197, -0.266, 1.504], [3.814, 2.512, 2.422], [-3.295, 4.938, 3.264], [-3.776, -3.379, 0.724], [-1.553, 4.625, 0.764], [-0.434, -4.468, -2.857], [-4.393, -2.662, -1.398], [3.270, 1.561, 1.526], [-0.359, 3.576, 0.576], [0.603, 1.177, -0.179], [0.109, 3.920, 3.157], [-0.048, -3.976, -1.242], [-3.833, -5.000, -0.978], [-3.758, -3.126, -2.162], [1.193, 5.283, 1.229], [0.705, 5.512, 3.493], [-4.587, -3.524, -3.371], [0.811, -6.335, -1.050], [1.108, -7.354, -1.302], [3.036, 1.667, 4.086], [2.352, 2.047, 1.164], [-2.311, 3.689, 4.105], [-0.578, 4.563, 0.494], [-3.126, -4.321, -1.470], [-2.705, -4.996, -2.223], [0.309, -0.515, 1.670], [4.742, 3.040, -1.279], [-2.365, 4.371, 3.249], [-2.194, -3.878, -0.518], [2.373, -2.821, -1.763], [2.890, 0.641, 1.978], [3.190, 3.380, -0.639], [3.758, -0.291, -0.620], [-2.657, -4.643, 1.247], [-4.026, -3.882, -4.230], [0.410, -4.301, -2.177], [-0.815, 0.478, 0.697], [1.313, -6.059, -0.118], [0.360, 7.111, 0.246], [1.652, -3.385, -3.708], [1.995, -2.551, -0.772], [0.216, 7.521, 1.938], [2.412, 0.658, -0.633], [-5.328, -2.747, -3.563], [-3.228, -1.378, -3.035], [3.737, 3.364, 4.199], [2.087, 3.039, 3.571], [2.912, -1.934, -2.096], [-0.414, -2.200, -3.357], [-0.819, -0.709, -0.587], [-0.273, -6.296, -0.924], [-5.239, -4.354, -3.070], [-1.348, 5.341, 3.443], [4.162, 2.963, -0.358], [4.047, 1.538, 0.194], [0.029, -1.635, -1.974], [3.048, -3.661, -1.596], [-1.233, 7.000, 1.108], [-2.157, -1.819, -1.936]], "lowdin_charge": [0.07, 0.05, -0.20, -0.19, -0.26, 0.06, -0.07, 0.13, -0.07, 0.07, -0.45, 0.08, -0.09, -0.28, 0.05, -0.42, -0.27, -0.21, 0.09, 0.08, 0.06, 0.12, 0.13, -0.21, 0.04, -0.29, 0.09, 0.11, 0.12, -0.44, 0.13, 0.12, -0.08, -0.11, 0.08, 0.09, 0.10, 0.09, 0.06, -0.23, 0.12, -0.29, 0.07, -0.11, -0.23, -0.07, 0.12, 0.08, 0.05, 0.09, 0.08, -0.22, 0.85, 0.09, 0.07, 0.13, 0.08, 0.07, 0.04, 0.07, 0.08, 0.09, 0.06, 0.06, 0.04, -0.27, 0.08, 0.07, -0.19, -0.06, -0.43, 0.03, 0.07, 0.07, 0.04], "e_lumo_ev": 2.728, "total_charge": -1, "de_lowest_kcal_mol": 0.00, "multiplicity": 1}

=====

[3]
{"formula": "C6H10O", "method": "ωB97M-V/def2-TZVPD", "elements": ["H", "H", "C", "H", "H", "H", "C", "H", "O", "H", "H", "C", "H", "C", "H", "C", "C"], "xyz": [[-1.115, 0.323, 1.822], [2.018, -1.192, 0.648], [-0.278, -1.939, -0.657], [-0.827, -2.268, -1.536], [-0.116, -2.649, 0.157], [-1.648, 1.917, 0.000], [1.306, -0.526, 0.163], [-2.124, -0.531, 0.649], [0.673, -1.073, -0.936], [-1.186, 0.738, -1.217], [0.574, 2.741, -0.345], [1.554, 0.909, -0.003], [0.107, -0.524, 0.836], [-0.944, 1.101, -0.210], [2.544, 1.347, 0.095], [-1.155, -0.050, 0.787], [0.462, 1.668, -0.204]], "lowdin_charge": [0.08, 0.13, -0.02, 0.09, 0.09, 0.10, -0.24, 0.06, -0.14, 0.11, 0.10, -0.08, 0.07, -0.24, 0.10, -0.12, -0.09], "e_lumo_ev": [0.235, 0.591], "de_lowest_kcal_mol": 117.97, "multiplicity": 1}

=====

[4]
{"formula": "C6H11F4S", "method": "ωB97M-V/def2-TZVPD", "elements": ["S", "C", "H", "H", "C", "H", "F", "H", "F", "H", "H", "C", "C", "H", "H", "C", "H", "H", "H", "F", "F", "C"], "xyz": [[1.148, 0.203, 0.233], [-0.305, 1.243, 0.013], [-0.194, -1.739, 0.677], [1.157, 0.169, 1.578], [-0.083, 2.568, 0.781], [0.969, 2.874, 0.662], [-0.878, 3.509, 0.131], [0.549, -0.969, -2.217], [-0.443, -3.850, -1.032], [-1.059, -1.284, -1.531], [-0.354, 1.450, -1.058], [0.555, -1.478, -0.075], [-0.008, -1.580, -1.501], [-1.414, 2.969, 2.419], [-0.520, 1.449, 2.620], [-0.446, 2.482, 2.266], [1.441, -2.112, 0.047], [-1.201, 0.712, 0.342], [0.288, 3.010, 2.882], [-0.612, -3.201, -3.098], [1.343, -3.398, -2.173], [0.067, -3.026, -1.964]], "lowdin_charge": [1.19, -0.32, 0.12, 0.04, -0.42, 0.14, 0.01, 0.14, 0.15, 0.14, 0.11, -0.35, -0.11, 0.10, 0.08, -0.02, 0.11, 0.12, 0.09, 0.17, 0.15, -0.64], "e_lumo_ev": -3.886, "total_charge": 1, "multiplicity": 1}

=====

[5]
{"formula": "C42H109N7O14", "method": "ωB97M-V/def2-TZVPD", "elements": ["H", "H", "H", "H", "H", "C", "O", "H", "H", "C", "C", "H", "C", "H", "H", "H", "H", "O", "C", "H", "C", "H", "H", "C", "H", "H", "C", "C", "O", "H", "C", "C", "H", "H", "H", "H", "H", "O", "C", "C", "C", "C", "H", "H", "H", "C", "H", "C", "H", "H", "H", "C", "H", "C", "C", "H", "H", "C", "H", "C", "C", "H", "H", "H", "H", "H", "H", "H", "H", "N", "H", "H", "N", "C", "H", "O", "H", "H", "C", "O", "H", "H", "H", "O", "H", "H", "O", "H", "N", "N", "H", "H", "O", "H", "H", "H", "C", "H", "H", "H", "C", "H", "H", "H", "C", "C", "H", "C", "C", "H", "H", "H", "H", "N", "H", "H", "C", "H", "H", "H", "H", "H", "H", "O", "H", "H", "H", "H", "H", "H", "H", "H", "H", "O", "H", "H", "N", "H", "C", "O", "C", "H", "H", "H", "C", "H", "H", "O", "C", "H", "H", "H", "H", "H", "N", "H", "O", "H", "H", "C", "H", "H", "C", "C", "C", "C", "H", "H", "H", "C", "H", "H"], "xyz": [[0.223, 0.458, 1.007], [1.497, -1.119, 4.467], [0.636, -5.912, -5.335], [-1.446, -3.631, 1.457], [-0.972, -0.639, -3.121], [3.174, -3.246, -0.608], [-5.206, 0.698, -4.181], [-0.985, -6.375, -5.906], [0.753, -3.656, -4.386], [1.665, 4.262, 3.032], [-6.397, -0.052, -4.280], [2.406, -1.424, -0.676], [4.812, 8.841, -3.383], [-0.974, -0.542, 1.865], [0.453, -1.308, -1.944], [-3.727, 0.204, 1.449], [3.949, 0.752, 0.642], [-2.623, 3.491, -1.822], [4.957, 4.744, 0.517], [-1.660, -4.775, 2.806], [-1.584, 1.003, 4.782], [2.746, 4.254, 3.227], [-4.063, -0.220, -5.580], [-1.013, -2.468, -3.985], [-1.976, 5.412, -1.868], [-4.957, -4.851, -1.259], [1.223, 3.255, 5.239], [-3.769, 2.639, -1.859], [-1.050, -2.912, 3.382], [-4.460, 2.897, -1.030], [3.931, 1.382, 7.427], [3.186, -1.743, 5.697], [-1.439, 0.264, 5.581], [-3.754, -6.954, -3.826], [4.425, 5.470, -1.326], [2.433, 1.646, 0.321], [2.071, 5.306, 1.190], [4.748, 7.838, -2.368], [-0.282, 6.393, 0.774], [2.550, -1.325, 4.267], [-0.282, -5.540, -5.814], [5.676, 6.951, -0.412], [0.679, -1.141, 1.607], [0.148, -5.717, 0.440], [-1.981, 0.656, -4.827], [0.639, -5.629, 1.415], [3.422, -1.059, 7.714], [0.589, 1.985, 4.886], [0.333, -6.485, 2.030], [0.755, -5.481, 3.968], [-5.272, -8.822, -1.168], [1.290, 0.593, -3.808], [-5.253, -1.796, -0.967], [-4.599, -2.362, -0.280], [-4.365, -6.356, -3.131], [-2.959, -3.339, 4.046], [1.415, -1.283, -4.724], [-4.485, -0.474, 1.066], [5.049, 2.802, -0.337], [0.452, -4.357, 2.304], [1.401, 5.383, 2.084], [-5.863, -8.392, -2.805], [-4.185, -8.939, -2.576], [-3.321, -2.576, -1.939], [-2.917, -3.703, -0.591], [-3.348, 5.113, -2.980], [-2.727, -5.287, -2.319], [-2.627, 1.327, 4.731], [2.646, -3.709, 5.457], [-2.383, 0.817, -2.816], [6.700, 7.065, -2.237], [-0.291, 7.406, 1.209], [5.193, 5.526, -0.672], [0.620, 2.265, -2.229], [2.574, -2.155, 3.547], [0.368, 1.609, -3.504], [-0.047, 3.119, -2.220], [1.619, 6.340, 2.596], [-2.904, 4.853, -1.992], [-0.949, -4.616, -5.014], [5.519, 8.652, -4.207], [-1.941, -2.216, -4.541], [5.909, 4.520, 1.021], [3.678, 0.517, 6.374], [1.016, -3.528, 1.841], [-3.199, 1.890, -4.498], [3.856, 2.779, 1.305], [-4.128, 0.534, -1.847], [2.478, -2.981, 6.146], [-4.561, -4.187, -1.923], [-2.238, -1.801, 4.539], [2.078, 0.993, -4.471], [0.656, -0.873, -1.061], [0.115, -0.269, -5.412], [4.272, 5.165, 1.285], [-2.787, 1.039, -0.819], [-3.698, -5.039, -2.795], [3.498, 3.619, -0.574], [-1.412, -0.639, -0.631], [-2.890, -1.969, 2.900], [5.948, 7.665, -1.687], [-3.951, -0.958, -3.939], [-0.002, -3.010, -5.885], [1.459, 3.336, 2.445], [-0.501, -1.090, -0.211], [-5.003, -8.361, -2.113], [-6.309, -1.013, -3.743], [-2.354, -2.487, 3.700], [3.009, -3.578, -2.036], [2.475, -3.799, 0.042], [1.763, 0.262, -2.872], [4.188, -3.546, -0.334], [-0.659, -2.182, -0.172], [1.128, -4.588, 3.634], [0.948, 1.626, 3.902], [0.354, 1.589, -1.401], [-0.208, -3.413, -4.874], [4.499, 2.193, 6.984], [1.657, 2.601, -2.118], [4.988, 7.545, 0.218], [0.843, -3.855, 4.290], [-7.168, 0.558, -3.810], [-1.284, 6.155, 0.392], [-0.812, 2.172, 4.871], [3.130, -4.640, -2.268], [-6.684, -0.257, -5.328], [-5.246, -2.958, 0.396], [-1.456, 1.200, -2.759], [0.942, 3.542, 6.262], [2.852, 1.169, 1.980], [0.935, 1.256, 5.646], [4.297, -1.843, 5.642], [6.625, 6.851, 0.126], [0.066, 5.420, 1.716], [-5.359, -6.198, -3.599], [-5.160, -0.780, 1.873], [-0.291, -1.275, -3.543], [2.304, 3.061, 5.240], [-3.274, 1.220, -1.783], [-3.780, -1.468, 0.435], [0.601, -0.593, -4.471], [-4.294, 2.802, -2.817], [0.042, 4.630, 4.223], [-1.327, -3.017, -3.100], [-4.013, -0.005, -4.502], [-3.457, -4.470, -3.698], [1.954, -0.424, 6.962], [-4.527, -7.049, -1.893], [4.316, 3.458, 0.154], [3.792, -3.004, -2.553], [0.455, 6.402, -0.045], [-5.059, 0.076, 0.305], [6.360, 8.679, -1.504], [2.039, -3.224, -2.412], [1.013, 4.377, 4.315], [-1.344, 0.529, 3.816], [3.209, -1.853, -0.330], [2.854, -3.326, 7.023], [-3.585, 5.184, -1.195], [-2.831, 0.886, -4.189], [4.589, 0.872, 8.144], [-0.025, -5.169, -6.813], [-3.764, -3.229, -1.162], [-1.016, -3.951, 2.427], [3.012, -0.675, 6.767], [-0.143, -0.569, 1.162], [3.063, 1.795, 7.972], [4.889, 9.865, -2.997], [2.991, -0.452, 3.785], [3.266, 1.512, 1.039], [3.796, 8.716, -3.786], [1.707, -5.752, 1.297]], "lowdin_charge": [0.07, 0.06, 0.09, 0.11, 0.08, -0.34, -0.22, 0.09, 0.12, -0.23, -0.11, 0.04, -0.10, 0.05, 0.05, 0.09, 0.09, -0.20, -0.25, 0.13, -0.11, 0.12, 0.13, -0.17, 0.07, 0.10, -0.21, -0.20, -0.21, 0.13, -0.14, -0.37, 0.09, 0.12, 0.10, 0.08, 0.12, -0.20, -0.11, -0.03, -0.13, -0.18, 0.07, 0.08, 0.11, -0.06, 0.12, -0.25, 0.07, 0.07, 0.08, -0.22, 0.12, -0.23, -0.23, 0.09, 0.12, -0.15, 0.13, -0.40, -0.26, 0.09, 0.09, 0.11, 0.13, 0.10, 0.12, 0.09, 0.04, -0.05, 0.13, 0.09, -0.04, -0.05, 0.06, -0.21, 0.08, 0.13, -0.12, -0.20, 0.09, 0.12, 0.13, -0.20, 0.11, 0.13, -0.20, 0.11, 0.03, -0.04, 0.08, 0.13, -0.16, 0.12, 0.11, 0.11, -0.21, 0.12, 0.09, 0.07, -0.28, 0.11, 0.13, 0.12, -0.27, -0.12, 0.09, -0.10, -0.09, 0.09, 0.11, 0.11, 0.10, 0.05, 0.12, 0.08, -0.22, 0.09, 0.08, 0.12, 0.05, 0.09, 0.08, -0.17, 0.08, 0.09, 0.14, 0.06, 0.13, 0.07, 0.11, 0.14, 0.12, -0.18, 0.13, 0.10, -0.07, 0.12, -0.21, -0.21, -0.19, 0.11, 0.11, 0.10, -0.22, 0.11, 0.12, -0.21, -0.25, 0.09, 0.09, 0.08, 0.13, 0.05, -0.03, 0.07, -0.09, 0.06, 0.09, -0.18, 0.09, 0.09, -0.23, -0.21, -0.23, -0.06, 0.09, 0.09, 0.06, -0.09, 0.09, 0.06], "e_lumo_ev": 0.602, "de_lowest_kcal_mol": 0.00, "multiplicity": 1, "smiles": "COC[C@H](C)N.COC[C@H](C)N.COCCNCCOC.COCCNCCOC.COCCNCCOC.COCCNCCOC.COCCNCCOC.CCO.CCO"}